This record from OMol25 describes a molecular structure, C35H37N13O4ReSe. The level of theory is ωB97M-V/def2-TZVPD.

Results
* spin multiplicity: 2
* max |F|: 0.7 eV/Å
* energy relative to the best compared isomer or geometry (same formula, charge and spin): 66.66 kJ/mol
* net charge: +2
* electronic energy: -131921.0031 eV
* orbital gap (alpha / beta): 5.939 / 5.452 eV

Element x y z (Å)
Re 0.922 0.409 0.545
C -4.411 0.084 2.292
N -3.193 -0.120 1.489
C -1.973 0.338 1.709
N -1.169 -0.073 0.724
C -2.001 -0.802 -0.086
N -3.226 -0.848 0.354
C -4.100 0.076 3.768
C -4.670 1.014 4.619
C -4.397 0.974 5.982
C -3.530 0.026 6.500
C -2.946 -0.904 5.645
C -3.252 -0.890 4.289
C -1.962 -1.867 6.134
N -1.520 -2.074 7.322
N -0.522 -3.033 7.210
C -0.441 -3.330 5.963
O -1.331 -2.632 5.208
C 0.499 -4.181 5.238
C 1.668 -4.648 5.832
C 2.592 -5.337 5.064
C 2.383 -5.527 3.702
C 1.209 -5.076 3.112
C 0.956 -5.195 1.634
N 1.112 -3.885 0.957
C 0.769 -2.677 1.376
N 1.059 -1.789 0.425
C 1.596 -2.548 -0.580
N 1.640 -3.818 -0.284
C 0.256 -4.442 3.896
H -5.080 -0.726 2.002
H -4.866 1.027 1.988
H -1.687 0.921 2.569
H -1.679 -1.316 -0.977
H -5.336 1.772 4.224
H -4.854 1.699 6.641
H -3.291 0.004 7.555
H -2.813 -1.639 3.643
H 1.847 -4.456 6.882
H 3.498 -5.710 5.523
H 3.130 -6.035 3.106
H -0.057 -5.544 1.436
H 1.655 -5.859 1.134
H 0.353 -2.458 2.344
H 1.969 -2.139 -1.506
H -0.688 -4.137 3.460
O 0.740 0.356 3.548
C 0.980 0.384 2.432
C 0.309 1.160 -1.960
N 0.195 2.598 -1.796
C -0.678 3.226 -2.795
C 0.463 3.179 -0.615
N 0.691 2.401 0.469
N 0.506 4.510 -0.503
C 0.937 5.381 -1.605
C 0.477 5.159 0.808
H 0.498 0.938 -3.011
H -0.619 0.658 -1.679
H 1.259 0.749 -1.535
H -1.498 2.540 -3.008
H -0.137 3.433 -3.718
H -1.106 4.142 -2.402
H 0.925 2.955 1.281
H 1.321 4.790 -2.430
H 1.742 6.015 -1.235
H 0.123 6.017 -1.951
H 1.469 5.195 1.265
H -0.231 4.663 1.471
H 0.129 6.179 0.667
Se -2.790 3.176 0.450
C -4.630 3.332 0.142
C -5.233 2.692 -0.944
C -6.605 2.819 -1.102
N -7.372 3.523 -0.273
C -6.794 4.138 0.756
C -5.433 4.072 1.014
H -4.648 2.109 -1.642
H -7.109 2.335 -1.929
H -7.449 4.707 1.406
H -5.004 4.586 1.864
O 3.425 0.473 2.683
C 3.815 0.381 1.549
C 5.243 0.312 1.060
C 5.135 0.147 -0.453
C 3.657 0.166 -0.738
O 3.125 0.053 -1.824
N 2.932 0.317 0.443
H 5.741 -0.519 1.558
H 5.759 1.221 1.369
H 5.542 -0.798 -0.815
H 5.620 0.936 -1.026

Here are the Löwdin charges for atoms 1 to 2, given in e:
1. Re 1.409
2. C -0.040